Entry A
This record from the OMol25 dataset describes one molecule with the formula C8H5ClN2O2. The level of theory is wB97M-V/def2-TZVPD.

Structure (ORCA input):
```
! wB97M-V def2-TZVPD RIJCOSX def2/J DEFGRID3
* xyz 0 1
C -1.5099 2.1901 -0.8280
C 2.2581 -1.1503 0.5011
C 1.0701 -1.9068 0.2772
C 2.1928 0.2173 0.2927
C -0.1066 -1.2805 -0.1375
C 1.0559 0.8293 -0.1658
C -0.1086 0.0303 -0.4487
C -1.3444 0.7426 -0.6390
N -1.5889 3.3201 -0.9858
N -2.0076 0.3850 0.7112
O -2.8631 -0.4134 0.7587
O -1.5664 1.0923 1.6036
Cl -2.5026 -0.0663 -1.9802
H 3.0547 -1.7853 0.8301
H 1.0073 -3.0864 0.3462
H 2.8760 0.9363 0.4825
H -0.9344 -1.9879 -0.3921
H 1.0178 1.9334 -0.2262
*
```

## Properties
Structure (SMILES): N#C[C@@](Cl)(c1ccccc1)[N+](=O)[O-]
Gap between HOMO and LUMO (Eh): 0.34398

Atom-resolved charges from Mulliken, all expressed in e: number 1, C, carries 0.01; number 2, C, carries -0.57; number 3, C, carries -0.35; number 4, C, carries -0.59; number 5, C, carries -0.38; number 6, C, carries -0.42; number 7, C, carries 0.46; number 8, C, carries 0.91; number 9, N, carries -0.40; number 10, N, carries 0.93; number 11, O, carries -0.50; number 12, O, carries -0.56; number 13, Cl, carries -0.16; number 14, H, carries 0.39; number 15, H, carries 0.24; number 16, H, carries 0.48; number 17, H, carries 0.25; number 18, H, carries 0.27



Entry B
This record from the OMol25 dataset describes C8H5ClN2O2 as an isolated structure. The level of theory is wB97M-V/def2-TZVPD.

Structure (ORCA input):
```
! wB97M-V def2-TZVPD RIJCOSX def2/J DEFGRID3
* xyz 0 1
C 2.3056 0.7918 -1.2719
C -2.6707 -0.0318 0.2638
C -1.8420 0.0728 1.4324
C -2.0875 -0.0038 -0.9686
C -0.4126 0.1915 1.3085
C -0.6595 -0.0116 -1.1683
C -0.0060 0.1507 0.0389
C 1.9584 0.3019 0.0142
N 2.4898 1.2310 -2.3128
N 2.3563 -1.1478 0.1551
O 2.1782 -1.7736 -0.8089
O 2.6552 -1.5348 1.2461
Cl 2.3964 1.3074 1.3082
H -3.7413 -0.0731 0.2887
H -2.1768 0.2203 2.4515
H -2.7310 -0.0463 -1.9609
H 0.2099 0.1303 2.1337
H -0.2224 0.2251 -2.1496
*
```

## Properties
Gap between HOMO and LUMO (Eh): 0.36388

Atom-resolved charges from Mulliken, all expressed in e: number 1, C, carries -0.05; number 2, C, carries -0.52; number 3, C, carries -0.44; number 4, C, carries -0.25; number 5, C, carries -0.61; number 6, C, carries -0.53; number 7, C, carries 0.56; number 8, C, carries 0.72; number 9, N, carries -0.47; number 10, N, carries 1.06; number 11, O, carries -0.56; number 12, O, carries -0.59; number 13, Cl, carries -0.11; number 14, H, carries 0.39; number 15, H, carries 0.36; number 16, H, carries 0.24; number 17, H, carries 0.43; number 18, H, carries 0.36



Least stable structure: entry B



Entry A
This record from the OMol25 dataset describes one molecule with the formula C3H6S3Si. The level of theory is wB97M-V/def2-TZVPD.

Structure (ORCA input):
```
! wB97M-V def2-TZVPD RIJCOSX def2/J DEFGRID3
* xyz 0 1
C 0.1387 -0.0913 1.3854
C -0.4689 1.0137 -0.7197
C 0.5684 0.2278 -0.0227
Si -0.5418 -1.2160 -2.5539
S -1.7560 -0.0896 1.3736
S -1.9751 -0.0449 -0.6943
S 1.0990 -1.1870 -0.9904
H 0.4784 -0.9754 1.7999
H 0.2504 0.8295 1.9640
H -0.6838 1.7986 -0.0009
H -0.1473 1.4928 -1.5600
H 1.5075 0.8709 0.0129
H -1.1031 -2.6090 -2.0153
*
```

## Properties
Gap between HOMO and LUMO (Eh): 0.25933

Atom-resolved charges from Mulliken, all expressed in e: number 1, C, carries -0.74; number 2, C, carries -1.41; number 3, C, carries 0.35; number 4, Si, carries 0.02; number 5, S, carries -0.09; number 6, S, carries -0.01; number 7, S, carries -0.21; number 8, H, carries 0.47; number 9, H, carries 0.34; number 10, H, carries 0.55; number 11, H, carries 0.56; number 12, H, carries 0.23; number 13, H, carries -0.05



Entry B
This record from the OMol25 dataset describes C3H6S3Si as an isolated structure. The level of theory is wB97M-V/def2-TZVPD.

Structure (ORCA input):
```
! wB97M-V def2-TZVPD RIJCOSX def2/J DEFGRID3
* xyz 0 1
C 1.1642 -1.2001 -0.1758
C 0.1301 1.0516 0.8661
C 0.6975 0.2793 -0.3550
Si -2.0799 -0.2575 -0.3966
S -0.1467 -2.1457 0.5428
S -1.6577 0.9508 1.2890
S -0.4931 0.4480 -1.7057
H 1.4201 -1.4393 -1.1643
H 2.0672 -1.2163 0.4074
H 0.5505 0.9300 1.7921
H 0.3146 2.0305 0.4725
H 1.5289 0.8609 -0.7698
H -3.4956 -0.2921 -0.8028
*
```

## Properties
Gap between HOMO and LUMO (Eh): 0.26881

Atom-resolved charges from Mulliken, all expressed in e: number 1, C, carries -0.61; number 2, C, carries -0.60; number 3, C, carries -0.52; number 4, Si, carries 0.48; number 5, S, carries -0.30; number 6, S, carries -0.14; number 7, S, carries -0.15; number 8, H, carries 0.36; number 9, H, carries 0.37; number 10, H, carries 0.38; number 11, H, carries 0.38; number 12, H, carries 0.47; number 13, H, carries -0.10



Least stable structure: entry A